{"formula": "C22H42CrN2OS5", "method": "the ωB97M-V functional and the def2-TZVPD basis", "s_squared": 0.768, "homo_energy_ev": [-16.506, -16.551], "gap_ev": [5.92, 6.65], "energy_ha": -4082.672291, "spin_multiplicity": 2, "total_charge": 3, "de_lowest_kj_mol": 0.0, "lumo_energy_ha": [-0.3889, -0.3638], "fmax_ev_per_a": 1.24, "symbols": ["H", "H", "C", "H", "H", "H", "C", "H", "H", "C", "H", "C", "H", "C", "H", "H", "H", "H", "C", "H", "H", "C", "H", "C", "C", "H", "H", "C", "H", "S", "H", "H", "C", "C", "C", "H", "H", "H", "H", "S", "H", "H", "S", "C", "H", "H", "C", "S", "H", "C", "H", "S", "H", "H", "H", "C", "O", "C", "H", "C", "H", "C", "H", "H", "C", "Cr", "H", "N", "N", "H", "H", "H", "C"], "positions_angstrom": [[-2.7136, -2.8742, -0.1576], [1.9905, 1.0523, 2.3868], [-5.0291, 1.4745, 1.0058], [1.3813, -1.1850, 3.6952], [-2.9508, -1.7148, 1.7326], [-1.3039, 1.9477, -1.0228], [-4.3638, -0.3022, 2.4866], [4.9950, -0.3387, -1.7264], [2.7572, 1.9549, 1.0445], [-2.7327, -2.4020, -1.1364], [-2.0010, -2.8345, -1.8237], [2.7003, -2.4516, -2.3664], [2.4890, -3.7157, 0.0974], [1.4448, -3.7744, -0.2084], [1.9729, -0.9170, -3.7221], [0.6698, -4.2531, 1.7542], [-3.7340, -2.4817, -1.5677], [-1.7067, 1.0204, -2.9580], [-0.4414, 2.5354, -1.3382], [1.6697, 2.7744, 2.1575], [-1.0675, 1.9797, -4.2739], [1.7629, -1.8476, 2.9216], [3.8997, -2.1394, 2.6591], [0.9647, 2.9146, -3.2577], [4.4744, 0.0400, 0.3531], [-0.3584, 0.4013, -3.9221], [-0.5963, 2.4298, 2.1469], [-3.4241, -0.1588, 0.2967], [-0.4071, 0.6807, 2.3706], [1.1301, -2.5179, -1.4791], [1.7957, -2.8483, 3.3468], [-0.8178, 3.5454, -1.5507], [0.4738, -3.5543, 0.9413], [0.5760, 2.6625, -0.2181], [-3.5156, -0.8138, 1.5218], [-5.7741, 2.4285, 3.5587], [-5.6390, 2.3487, 0.7934], [4.7719, 1.3579, -1.3189], [-4.1236, 1.4696, -0.9426], [0.4353, -1.8739, 1.6695], [1.4328, 2.4416, -4.1257], [3.4539, -0.4614, 2.9591], [3.1418, -1.1160, 0.6858], [-0.5049, 1.4730, 1.6265], [1.5576, 2.8274, -0.6595], [0.3517, 3.5435, 0.3886], [-6.0533, 1.4030, 3.3073], [2.7045, 0.3224, -1.8616], [-6.0356, 0.8060, 4.2179], [4.3957, 0.3530, -1.1350], [-0.5518, -3.7200, 0.6113], [-2.3880, -0.6662, -1.0077], [4.3711, 0.9157, 0.9841], [-4.4614, -0.8191, 3.4380], [2.7106, -3.2379, -3.1187], [-5.1306, 0.8499, 2.2510], [-0.8798, -0.5734, -0.6222], [-4.1801, 0.9829, 0.0293], [-1.4053, 1.2967, 1.0571], [1.8528, 1.8326, 1.6351], [-7.0826, 1.4377, 2.9410], [2.7925, -1.0873, -3.0209], [3.7217, -0.9864, -3.5758], [1.7549, 3.3446, -2.6394], [3.1467, -1.3818, 2.4652], [1.0256, -0.4302, -0.1975], [3.5111, -2.6305, -1.6657], [0.6972, 1.5029, 0.7427], [0.1604, 1.9317, -2.5258], [0.3438, 3.7427, -3.6260], [1.2682, -4.7587, -0.6425], [5.4125, -0.4569, 0.5975], [-0.7881, 1.2990, -3.4629]], "forces_ev_per_angstrom": [[0.012, -0.097, -0.002], [-0.075, 0.086, -0.116], [-0.088, 0.079, -0.061], [-0.039, 0.005, 0.057], [0.017, 0.044, -0.019], [0.030, 0.007, 0.014], [-0.039, -0.101, 0.088], [0.004, -0.006, 0.060], [-0.082, 0.010, -0.026], [0.142, -0.169, -0.018], [-0.123, 0.034, 0.087], [-0.071, 0.067, -0.070], [-0.037, 0.018, 0.048], [-0.062, 0.002, 0.007], [0.010, 0.001, 0.031], [-0.032, -0.025, 0.024], [0.064, 0.020, 0.057], [-0.020, -0.070, 0.069], [-0.083, 0.005, -0.233], [-0.043, 0.006, -0.018], [-0.004, -0.014, 0.040], [-0.112, -0.074, 0.029], [0.096, -0.060, 0.095], [0.127, -0.073, -0.102], [0.015, -0.131, -0.012], [0.028, 0.129, 0.072], [0.012, -0.012, -0.001], [0.256, 0.023, 0.043], [0.029, 0.068, -0.060], [-0.034, 0.074, 0.240], [0.005, -0.034, 0.053], [-0.035, -0.008, -0.029], [0.077, -0.027, 0.080], [-0.039, 0.006, 0.296], [-0.119, 0.023, 0.247], [0.016, -0.042, -0.019], [0.102, -0.106, 0.036], [0.032, -0.009, -0.059], [0.014, -0.069, 0.149], [0.336, 0.051, -0.415], [-0.022, 0.023, 0.136], [-0.044, -0.016, 0.044], [-0.080, -0.133, -0.009], [0.178, 0.086, 0.002], [0.070, -0.036, 0.062], [-0.012, 0.010, 0.060], [0.078, -0.095, -0.141], [-0.209, -0.122, 0.325], [0.024, 0.019, -0.063], [0.102, 0.023, -0.178], [-0.013, -0.004, 0.021], [-0.046, 0.191, -0.599], [0.045, 0.053, -0.001], [0.032, 0.109, -0.122], [0.019, -0.006, -0.084], [-0.096, 0.027, 0.162], [0.544, 0.166, 0.463], [-0.060, 0.180, -0.062], [-0.104, -0.021, -0.126], [-0.280, -0.005, -0.141], [0.086, -0.031, -0.017], [0.010, 0.072, -0.034], [0.083, 0.057, -0.099], [-0.017, -0.080, -0.001], [0.077, 0.065, -0.010], [-1.089, 0.220, -0.560], [0.112, 0.001, 0.072], [0.312, -0.191, 0.203], [-0.076, -0.420, -0.051], [0.008, -0.060, 0.035], [0.000, -0.017, 0.013], [0.059, 0.032, -0.009], [0.020, 0.272, 0.048]]}